# C31H27Cl3IrN5O2S2Si

C31H27Cl3IrN5O2S2Si as an isolated structure at a distorted geometry (the ωB97M-V functional and the def2-TZVPD basis, the OMol25 dataset).

Element x y z (Å)
Ir (-0.029, -0.372, -0.071)
C (-1.547, 2.103, -3.415)
O (-1.855, 2.672, -2.092)
C (-1.330, 1.847, -1.227)
N (-0.760, 0.775, -1.653)
C (-1.054, 0.669, -3.117)
C (0.021, 0.180, -4.053)
C (-0.363, -0.037, -5.377)
C (0.574, -0.419, -6.323)
C (1.900, -0.607, -5.952)
C (2.276, -0.417, -4.633)
C (1.335, -0.025, -3.688)
C (-1.456, 2.097, 0.236)
C (-2.000, 3.186, 0.889)
C (-1.992, 3.178, 2.281)
C (-1.424, 2.119, 2.985)
C (-0.888, 1.074, 2.258)
N (-0.957, 1.072, 0.926)
C (-0.104, -0.099, 2.736)
N (0.483, -0.854, 1.878)
C (1.330, -1.818, 2.614)
C (0.871, -1.582, 4.072)
O (0.050, -0.352, 4.010)
C (1.217, -3.242, 2.139)
C (2.293, -4.099, 2.340)
C (2.207, -5.431, 1.962)
C (1.048, -5.912, 1.368)
C (-0.028, -5.059, 1.164)
C (0.055, -3.729, 1.552)
H (-0.783, 2.716, -3.889)
H (-2.466, 2.142, -3.989)
H (-1.888, -0.034, -3.219)
H (-1.398, 0.097, -5.675)
H (0.270, -0.567, -7.351)
H (2.634, -0.900, -6.692)
H (3.310, -0.555, -4.338)
H (1.628, 0.129, -2.668)
H (-2.403, 4.016, 0.325)
H (-2.409, 4.016, 2.823)
H (-1.383, 2.110, 4.066)
H (2.357, -1.492, 2.489)
H (1.688, -1.400, 4.761)
H (0.231, -2.375, 4.450)
H (3.204, -3.726, 2.798)
H (3.046, -6.094, 2.130)
H (0.981, -6.951, 1.075)
H (-0.940, -5.435, 0.715)
H (-0.793, -3.070, 1.404)
C (3.255, -1.886, -1.114)
C (1.943, -2.401, -1.578)
N (0.746, -2.010, -1.182)
C (-0.247, -2.794, -1.768)
C (0.201, -3.726, -2.635)
S (1.897, -3.674, -2.703)
C (-1.609, -2.584, -1.305)
C (-2.733, -3.270, -1.617)
S (-4.046, -2.655, -0.728)
C (-3.047, -1.510, 0.027)
N (-1.790, -1.582, -0.370)
C (-3.595, -0.569, 1.050)
H (3.139, -0.930, -0.629)
H (3.956, -1.787, -1.942)
H (3.685, -2.582, -0.390)
H (-0.371, -4.437, -3.209)
H (-2.848, -4.100, -2.295)
H (-4.599, -0.864, 1.345)
H (-3.647, 0.448, 0.659)
H (-2.965, -0.571, 1.938)
Cl (2.890, 1.829, -1.452)
Si (1.874, 1.128, 0.173)
Cl (3.376, 0.471, 1.446)
Cl (1.368, 2.894, 1.138)

The calculation puts the energy above the lowest of the compared OMol25 structures with the same formula, charge and spin at 0.0 kJ/mol. Its HOMO-LUMO gap is 7.5 eV. The calculation puts the LUMO energy at -0.2408 Eh. Its HOMO energy is -14.05 eV. The charge is +2. For the max |F|, the calculation gives 1.7 eV Å⁻¹.

These are the Mulliken partial charges, in e, on atoms 1 to 4: 0.266, -0.476, -0.474, 0.319

# C31H27GeN4O3Tc

C31H27GeN4O3Tc as an isolated structure (the ωB97M-V functional and the def2-TZVPD basis, the OMol25 dataset).

Element x y z (Å)
Tc (-1.084, -0.354, -0.138)
O (-2.222, -0.549, -1.806)
N (-3.376, -1.112, -1.644)
N (-3.535, -1.619, -0.510)
O (-2.567, -1.539, 0.418)
C (-4.742, -2.320, -0.155)
C (-4.841, -2.848, 1.120)
C (-6.001, -3.527, 1.466)
C (-7.031, -3.664, 0.550)
C (-6.908, -3.122, -0.724)
C (-5.761, -2.443, -1.090)
H (-4.031, -2.732, 1.823)
H (-6.094, -3.947, 2.458)
H (-7.933, -4.194, 0.826)
H (-7.712, -3.228, -1.439)
H (-5.656, -2.017, -2.077)
N (3.666, -3.614, 4.085)
C (2.419, -3.200, 4.414)
O (1.929, -3.335, 5.512)
C (1.622, -2.546, 3.308)
C (0.570, -1.721, 3.685)
C (-0.186, -1.108, 2.710)
N (0.067, -1.271, 1.402)
C (1.070, -2.079, 1.040)
C (1.860, -2.742, 1.957)
H (4.232, -4.007, 4.820)
H (4.119, -3.329, 3.237)
H (0.351, -1.580, 4.734)
H (-1.019, -0.465, 2.957)
H (1.252, -2.184, -0.023)
H (2.638, -3.400, 1.597)
C (-0.984, 1.358, 0.205)
Ge (0.762, 1.745, -0.893)
C (2.240, 0.713, -0.141)
C (3.114, -0.046, -0.916)
C (4.205, -0.681, -0.330)
C (4.435, -0.551, 1.032)
C (3.573, 0.210, 1.814)
C (2.483, 0.834, 1.230)
C (1.058, 3.621, -0.484)
C (1.970, 4.276, -1.314)
C (2.305, 5.602, -1.085)
C (1.734, 6.287, -0.022)
C (0.834, 5.643, 0.814)
C (0.500, 4.315, 0.585)
C (0.472, 1.468, -2.787)
C (0.110, 2.546, -3.595)
C (-0.149, 2.354, -4.945)
C (-0.051, 1.086, -5.499)
C (0.302, 0.005, -4.704)
C (0.558, 0.197, -3.355)
H (-1.484, 2.238, 0.598)
H (2.968, -0.126, -1.986)
H (4.888, -1.254, -0.944)
H (5.302, -1.022, 1.480)
H (3.761, 0.329, 2.874)
H (1.824, 1.438, 1.846)
H (2.425, 3.753, -2.149)
H (3.011, 6.099, -1.737)
H (1.992, 7.322, 0.157)
H (0.392, 6.173, 1.647)
H (-0.195, 3.833, 1.262)
H (0.032, 3.541, -3.173)
H (-0.428, 3.197, -5.564)
H (-0.252, 0.939, -6.552)
H (0.373, -0.985, -5.134)
H (0.822, -0.661, -2.744)

Its HOMO-LUMO gap (alpha / beta) is 8.1 / 7.4 eV. The calculation puts the LUMO energy (alpha / beta) at -0.1183 / -0.1468 Eh. As for the multiplicity: 2. Its HOMO energy (alpha / beta) is -11.34 / -11.42 eV. The charge is +1. For the max |F|, the calculation gives 0.3 eV Å⁻¹.

These are the natural (NBO) partial charges, in e, on atoms 1 to 4: 0.906, -0.480, 0.209, 0.159

# C31H28BaF8N2O5S2Si

C31H28BaF8N2O5S2Si as an isolated structure (the ωB97M-V functional and the def2-TZVPD basis, the OMol25 dataset).

Element x y z (Å)
Ba (0.249, -0.207, -0.007)
C (1.517, 4.543, 0.043)
C (0.547, 3.439, 0.430)
O (1.022, 2.317, 0.574)
C (-0.867, 3.752, 0.625)
C (-1.263, 5.096, 0.754)
C (-2.564, 5.467, 0.994)
C (-3.537, 4.455, 1.099)
C (-3.204, 3.137, 0.963)
C (-1.857, 2.707, 0.713)
O (-1.609, 1.472, 0.563)
H (2.411, 4.064, -0.350)
H (1.785, 5.129, 0.926)
H (1.097, 5.217, -0.702)
H (-0.508, 5.869, 0.681)
H (-2.832, 6.510, 1.101)
H (-4.572, 4.726, 1.286)
H (-3.949, 2.353, 1.032)
F (2.181, -0.942, -4.136)
C (3.029, 0.035, -3.828)
F (2.996, 0.937, -4.826)
F (4.269, -0.482, -3.796)
S (2.617, 0.852, -2.225)
O (3.558, 1.937, -2.176)
O (1.215, 1.203, -2.376)
O (2.801, -0.203, -1.231)
C (-4.569, -1.193, -4.116)
C (-5.338, -1.195, -2.960)
C (-4.778, -1.571, -1.746)
C (-3.437, -1.953, -1.639)
C (-2.679, -1.922, -2.818)
C (-3.232, -1.561, -4.040)
Si (-2.549, -2.438, 0.006)
C (-2.672, -4.363, -0.074)
C (-2.586, -5.077, -1.278)
C (-2.490, -6.463, -1.310)
C (-2.494, -7.196, -0.128)
C (-2.598, -6.517, 1.079)
C (-2.678, -5.130, 1.100)
C (-3.928, -2.043, 1.300)
C (-5.027, -2.871, 1.559)
C (-6.014, -2.519, 2.471)
C (-5.931, -1.309, 3.151)
C (-4.856, -0.466, 2.909)
C (-3.869, -0.834, 2.000)
H (-5.004, -0.897, -5.064)
H (-6.380, -0.896, -3.003)
H (-5.399, -1.560, -0.856)
H (-1.625, -2.185, -2.775)
H (-2.612, -1.550, -4.929)
H (-2.574, -4.534, -2.216)
H (-2.404, -6.972, -2.264)
H (-2.418, -8.277, -0.148)
H (-2.607, -7.071, 2.012)
H (-2.732, -4.625, 2.060)
H (-5.113, -3.816, 1.031)
H (-6.852, -3.185, 2.649)
H (-6.698, -1.028, 3.864)
H (-4.777, 0.481, 3.430)
H (-3.041, -0.155, 1.820)
F (0.419, -0.047, 3.568)
C (1.241, -0.841, 2.756)
F (1.021, -2.160, 3.260)
C (2.642, -0.546, 3.255)
F (2.858, -0.707, 4.590)
F (3.015, 0.710, 2.966)
F (3.533, -1.377, 2.646)
C (0.630, -4.745, 1.586)
N (0.606, -4.611, 0.144)
C (1.208, -3.626, -0.533)
N (2.035, -2.806, 0.153)
S (0.952, -3.385, -2.184)
H (0.183, -5.701, 1.848)
H (0.071, -3.948, 2.079)
H (1.656, -4.732, 1.958)
H (-0.150, -5.051, -0.361)
H (2.109, -2.815, 1.159)
H (2.593, -2.149, -0.375)

The calculation puts the energy above the lowest of the compared OMol25 structures with the same formula, charge and spin at 0.0 kJ/mol. Its HOMO-LUMO gap is 6.1 eV. The calculation puts the LUMO energy at 0.1590 Eh. Its HOMO energy is -1.75 eV. The charge is -2. For the max |F|, the calculation gives 0.3 eV Å⁻¹.

These are the Mulliken partial charges, in e, on atoms 1 to 4: 1.840, -1.591, 0.948, -0.389

- The highest max |F| belongs to which entry?
  C31H27Cl3IrN5O2S2Si